Formula: H2N2O3S
Source: the OMol25 dataset
Level of theory: ωB97M-V/def2-TZVPD

Each line ends with the Mulliken charge.
CARTESIAN COORDINATES (ANGSTROEM)
N 0.5792 0.8115 0.1338  1.10
N -0.2806 -0.3916 -0.1987  -0.03
O 1.7703 0.6305 0.1025  -0.55
O -0.0464 1.8279 0.3305  -0.59
O 0.5091 -1.4737 -0.4160  -0.45
S -1.6911 -0.6818 0.7723  -0.09
H 1.1466 -1.4587 -1.2157  0.36
H -1.9871 0.7358 0.4913  0.24

Atoms 1-6, force components in eV/Å:
-0.57 -1.16 0.86
1.33 1.62 -2.08
-0.61 0.37 -0.33
0.37 -0.33 -0.10
1.28 -1.72 0.06
0.16 2.65 -0.52

LUMO level = -0.0005 Eh
SMILES string = O=[N+]([O-])N(O)S
Kohn-Sham gap = 9.17 eV
2S+1 = 1